# 1
Entry from the Open Molecules 2025 dataset: C4H8O3 as an isolated structure at a distorted geometry (the ωB97M-V functional and the def2-TZVPD basis).

Results
* E: -382.82457 a.u.
* energy relative to the best compared isomer or geometry (same formula, charge and spin): 368.2 kJ/mol
* gap between HOMO and LUMO: 8.8 eV

Atoms and positions in Å:
C: -2.62861 0.01519 -0.11187
C: -1.26332 -0.59716 0.02444
O: -0.29292 0.42063 -0.15093
C: 0.99430 0.05762 -0.10688
O: 1.34270 -1.15433 -0.41697
C: 1.93720 0.98160 0.25154
O: 3.30347 0.45150 -0.02078
H: -2.79170 0.79474 0.62334
H: -2.75804 0.45277 -1.09461
H: -3.40562 -0.73112 0.02283
H: -1.08652 -1.37590 -0.70923
H: -1.11885 -1.03906 1.00629
H: 1.76498 2.01718 0.12424
H: 3.37704 0.60053 0.98599
H: 2.62589 -0.89419 -0.42740

Here are the Löwdin charges for atoms 1 to 4, given in e: -0.06, -0.24, -0.01, -0.51

# 2
Entry from the Open Molecules 2025 dataset: a 2-piece molecular cluster, C4H8O3 overall at a distorted geometry (the ωB97M-V functional and the def2-TZVPD basis).

Results
* E: -382.87682 a.u.
* energy relative to the best compared isomer or geometry (same formula, charge and spin): 231.0 kJ/mol
* SMILES string: O=CCCC=O.O
* gap between HOMO and LUMO: 10.4 eV

Atoms and positions in Å:
O: 1.43618 1.84347 -0.95194
C: 0.65512 0.84540 -0.95731
C: 0.48017 -0.01080 0.22564
C: -0.22004 -1.36938 -0.03443
C: 0.08706 -2.35989 0.99284
O: -0.44167 -3.42820 0.95786
H: -0.10985 0.58667 -1.83718
H: 0.10621 0.47733 1.14997
H: 1.50224 -0.26204 0.39787
H: -1.29670 -1.36760 -0.21470
H: 0.25449 -1.86682 -0.88704
H: 0.96046 -2.20102 1.64132
O: -1.26649 2.79033 0.10011
H: -1.81721 3.27490 -0.58787
H: -0.32997 3.04764 0.00482

Here are the Löwdin charges for atoms 1 to 4, given in e: -0.01, -0.25, -0.17, -0.16

# 3
Entry from the Open Molecules 2025 dataset: a 2-piece molecular cluster, C4H8O3 overall (the ωB97M-V functional and the def2-TZVPD basis).

Results
* E: -382.84921 a.u.
* energy relative to the best compared isomer or geometry (same formula, charge and spin): 303.5 kJ/mol
* SMILES string: O=CC(=O)CCO.[H][H]
* gap between HOMO and LUMO: 9.3 eV

Atoms and positions in Å:
O: 2.92104 -0.86533 0.35328
C: 1.76531 -0.88928 0.66509
C: 0.65191 -0.72291 -0.36106
O: 0.96352 -0.76771 -1.52639
C: -0.76810 -0.63213 0.16516
C: -1.59748 0.33542 -0.64618
O: -1.02502 1.60890 -0.42090
H: 1.38293 -1.15772 1.67138
H: -1.21069 -1.63260 0.12264
H: -0.76663 -0.31461 1.21547
H: -1.56903 0.03335 -1.70107
H: -2.64242 0.33129 -0.31298
H: -1.15708 2.15021 -1.20132
H: 1.15507 1.33135 0.99819
H: 1.89667 1.19178 0.97869

Here are the Löwdin charges for atoms 1 to 4, given in e: 0.08, -0.28, -0.39, 0.13

Among the records above, which one has the highest E? number 1